Entry 1:
# C4H33NO13

A 12-piece molecular cluster, C4H33NO13 overall at a distorted geometry (ωB97M-V/def2-TZVPD, the Open Molecules 2025 dataset).

Total charge: 0
ΔE to the lowest compared entry with this formula, charge and spin (eV): 4.942
LUMO (eV): 0.08
SMILES: C[C@H](CO)NCO.O.O.O.O.O.O.O.O.O.O.O
HOMO (eV): -8.84
Orbital gap (eV): 8.918

Each atom is followed by the atoms it is bonded to, with distances in Å.
Atoms and positions in Å:
1 C 3.581 0.308 -0.877  C2 1.514, H8 1.023, H9 1.122, H10 1.069
2 C 2.674 0.036 0.305  C1 1.514, C3 1.511, N5 1.520, H11 1.107
3 C 3.426 -0.053 1.612  C2 1.511, O4 1.493, H12 1.148, H13 1.145
4 O 2.512 0.031 2.789  C3 1.493, H14 0.916
5 N 2.049 -1.336 0.113  C2 1.520, C6 1.451, H15 0.972
6 C 0.791 -1.617 0.780  N5 1.451, O7 1.394, H16 1.085, H17 1.123
7 O -0.165 -0.838 0.130  C6 1.394, H18 0.963
8 H 3.883 1.254 -1.123  C1 1.023
9 H 4.573 -0.194 -0.729  C1 1.122
10 H 3.129 -0.098 -1.756  C1 1.069
11 H 1.751 0.628 0.456  C2 1.107
12 H 4.073 0.896 1.643  C3 1.148
13 H 4.044 -1.012 1.707  C3 1.145
14 H 2.779 0.779 3.246  O4 0.916
15 H 2.062 -1.594 -0.824  N5 0.972
16 H 0.560 -2.675 0.707  C6 1.085
17 H 0.838 -1.206 1.823  C6 1.123
18 H -0.384 -1.265 -0.704  O7 0.963
19 O -4.018 -1.025 1.363  H20 0.966, H21 0.951
20 H -4.051 -0.118 1.036  O19 0.966
21 H -3.248 -1.501 1.653  O19 0.951
22 O 1.102 -1.856 -2.956  H23 0.952, H24 0.905
23 H 1.307 -2.776 -2.822  O22 0.952
24 H 0.625 -1.589 -3.677  O22 0.905
25 O 0.587 3.126 -3.277  H26 0.951, H27 1.004
26 H 1.148 2.723 -2.622  O25 0.951
27 H 0.149 2.291 -3.620  O25 1.004
28 O -0.654 0.117 3.386  H29 0.897, H30 0.834
29 H -0.542 0.596 4.135  O28 0.897
30 H 0.097 -0.134 3.120  O28 0.834
31 O -3.355 -0.962 -2.624  H32 1.017, H33 0.979
32 H -3.600 -1.431 -1.755  O31 1.017
33 H -3.826 -0.109 -2.529  O31 0.979
34 O 0.395 3.024 2.054  H35 1.017, H36 0.972
35 H -0.366 2.718 2.654  O34 1.017
36 H 0.343 2.294 1.415  O34 0.972
37 O -2.038 3.289 1.642  H38 0.951, H39 0.961
38 H -1.907 4.161 1.996  O37 0.951
39 H -2.295 2.721 2.372  O37 0.961
40 O -1.371 -2.588 1.804  H41 0.942, H42 0.961
41 H -1.462 -1.652 1.856  O40 0.942
42 H -2.209 -3.007 1.587  O40 0.961
43 O -2.868 2.568 -0.850  H44 0.895, H45 0.927
44 H -2.551 3.051 -0.166  O43 0.895
45 H -2.105 2.485 -1.369  O43 0.927
46 O -1.768 -3.177 -2.026  H47 0.886, H48 0.968
47 H -2.507 -3.324 -2.491  O46 0.886
48 H -1.159 -2.647 -2.560  O46 0.968
49 O 0.191 0.506 -2.279  H50 0.973, H51 0.989
50 H 0.512 0.036 -1.490  O49 0.973
51 H -0.731 0.148 -2.258  O49 0.989

These are the Löwdin partial charges, in e, on atoms 1 to 8: -0.030, -0.356, -0.169, -0.076, -0.004, -0.268, -0.078, 0.047

=====

Entry 2:
# C4H33NO13S2

A 13-piece molecular cluster, C4H33NO13S2 overall at a distorted geometry (ωB97M-V/def2-TZVPD, the Open Molecules 2025 dataset).

Total charge: +1
ΔE to the lowest compared entry with this formula, charge and spin (eV): 2.471
LUMO (spin up / spin down) (eV): -4.67 / -9.20
Multiplicity: 2
HOMO (spin up / spin down) (eV): -12.50 / -12.49
Orbital gap (spin up / spin down) (eV): 7.824 / 3.293

Each atom is followed by the atoms it is bonded to, with distances in Å.
Atoms and positions in Å:
1 S -1.421 -3.790 1.679  S2 1.988, H9 1.424
2 S 0.023 -3.074 0.516  S1 1.988, C3 1.812
3 C 0.996 -1.897 1.492  S2 1.812, C4 1.521, H10 1.082, H11 1.094
4 C 0.444 -0.499 1.727  C3 1.521, N5 1.483, H12 1.101, H13 1.131
5 N -0.037 0.081 0.449  C4 1.483, C6 1.384, H14 1.022
6 C -0.113 1.445 0.231  N5 1.384, C7 1.509, O8 1.224
7 C 0.114 2.464 1.321  C6 1.509, H15 1.115, H16 1.113, H17 1.099
8 O -0.248 1.944 -0.879  C6 1.224
9 H -2.575 -2.970 1.526  S1 1.424
10 H 1.941 -1.797 0.975  C3 1.082
11 H 1.324 -2.331 2.441  C3 1.094
12 H 1.126 0.229 2.194  C4 1.101
13 H -0.449 -0.466 2.420  C4 1.131
14 H -0.247 -0.511 -0.357  N5 1.022
15 H -0.851 2.849 1.724  C7 1.115
16 H 0.640 3.262 0.750  C7 1.113
17 H 0.378 2.087 2.319  C7 1.099
18 H -2.555 -0.150 -2.209  O20 0.974
19 H -3.154 -0.341 -3.603  O20 0.951
20 O -2.438 0.087 -3.147  H18 0.974, H19 0.951
21 H -0.959 -0.718 -2.199  O23 0.976
22 H -0.648 -2.115 -2.630  O23 0.965
23 O -0.479 -1.512 -1.896  H21 0.976, H22 0.965
24 H -1.715 0.052 1.578  O26 0.962
25 H -2.896 0.567 2.608  O26 0.949
26 O -2.609 -0.025 1.924  H24 0.962, H25 0.949
27 H 4.271 -0.258 -0.352  O29 0.966
28 H 3.189 -1.320 -0.533  O29 1.009
29 O 3.857 -0.978 0.141  H27 0.966, H28 1.009
30 H 0.288 0.979 -3.962  O32 0.955
31 H 1.015 1.908 -3.088  O32 0.958
32 O 1.133 1.421 -3.905  H30 0.955, H31 0.958
33 H -4.460 -0.142 -0.746  O35 0.954
34 H -3.179 -0.235 0.196  O35 0.959
35 O -3.520 -0.294 -0.699  H33 0.954, H34 0.959
36 H 3.437 2.328 0.816  O38 0.995
37 H 4.486 1.310 1.436  O38 0.949
38 O 4.401 2.128 0.962  H36 0.995, H37 0.949
39 H 0.265 4.637 -1.371  O41 0.946
40 H -0.286 3.311 -2.136  O41 0.939
41 O -0.261 4.247 -2.054  H39 0.946, H40 0.939
42 H -1.097 -1.656 3.803  O44 0.977
43 H 0.047 -1.988 4.575  O44 0.989
44 O -0.876 -1.684 4.755  H42 0.977, H43 0.989
45 H 2.449 -0.259 -3.241  O47 0.973
46 H 1.515 -0.989 -2.182  O47 0.956
47 O 2.291 -0.442 -2.299  H45 0.973, H46 0.956
48 H -1.641 3.740 -0.438  O50 0.967
49 H -2.562 4.070 -1.382  O50 0.983
50 O -2.417 4.317 -0.442  H48 0.967, H49 0.983
51 H 2.163 0.658 -0.958  O53 0.957
52 H 3.213 1.860 -1.139  O53 0.976
53 O 2.506 1.472 -0.590  H51 0.957, H52 0.976

These are the Löwdin partial charges, in e, on atoms 1 to 8: 0.523, 0.773, -0.411, -0.202, 0.055, -0.502, 0.030, 0.022

=====

Entry 3:
# C4H33NO15

A 13-piece molecular cluster, C4H33NO15 overall at a distorted geometry (ωB97M-V/def2-TZVPD, the Open Molecules 2025 dataset).

Total charge: 0
ΔE to the lowest compared entry with this formula, charge and spin (eV): 0.133
LUMO (eV): 0.29
HOMO (eV): -9.49
Orbital gap (eV): 9.778

Each atom is followed by the atoms it is bonded to, with distances in Å.
Atoms and positions in Å:
1 C -1.634 1.950 2.210  N2 1.390, O7 1.218, H8 1.084
2 N -1.099 0.669 2.150  C1 1.390, C4 1.459, H9 1.088
3 C 1.160 -0.275 2.308  C4 1.519, H10 1.125, H11 1.149, H12 1.078
4 C 0.118 0.364 1.406  N2 1.459, C3 1.519, C5 1.572, H13 1.114
5 C -0.173 -0.609 0.207  C4 1.572, O6 1.412, H14 1.140, O26 1.402
6 O -0.518 -1.907 0.643  C5 1.412, H42 1.106
7 O -2.748 2.068 2.687  C1 1.218
8 H -1.027 2.789 1.888  C1 1.084
9 H -1.782 -0.145 2.383  N2 1.088
10 H 0.870 -1.281 2.719  C3 1.125
11 H 1.430 0.386 3.208  C3 1.149
12 H 2.071 -0.430 1.752  C3 1.078
13 H 0.538 1.297 0.965  C4 1.114
14 H 0.713 -0.773 -0.492  C5 1.140
15 H 0.228 -3.134 -0.245  O17 0.973
16 H 1.032 -4.456 -0.082  O17 0.958
17 O 0.767 -3.791 -0.719  H15 0.973, H16 0.958
18 H 2.161 -0.048 -2.115  O20 0.911
19 H 2.057 -1.318 -2.984  O20 1.005
20 O 1.857 -0.334 -2.924  H18 0.911, H19 1.005
21 H 1.149 3.236 -0.805  O23 1.038
22 H 2.429 3.781 -0.092  O23 0.958
23 O 1.907 2.980 -0.143  H21 1.038, H22 0.958
24 H -2.808 -0.896 0.129  O44 0.988
25 H -1.221 -0.305 -1.512  O26 1.048
26 O -1.274 -0.091 -0.488  C5 1.402, H25 1.048
27 H -2.736 2.745 -0.491  O29 0.980
28 H -1.652 1.582 -0.342  O29 0.972
29 O -1.783 2.545 -0.385  H27 0.980, H28 0.972
30 H 0.696 2.039 -4.801  O32 0.996
31 H 1.049 1.017 -3.649  O32 0.975
32 O 0.407 1.702 -3.909  H30 0.996, H31 0.975
33 H 2.362 1.385 -0.294  O35 1.011
34 H 3.605 0.338 -0.295  O35 1.012
35 O 2.612 0.421 -0.469  H33 1.011, H34 1.012
36 H -0.588 -0.054 4.286  O38 0.923
37 H -1.142 -0.428 5.620  O38 0.939
38 O -0.619 -0.738 4.904  H36 0.923, H37 0.939
39 H 2.115 -3.535 -3.499  O41 1.025
40 H 1.764 -3.247 -1.875  O41 1.056
41 O 2.350 -2.939 -2.698  H39 1.025, H40 1.056
42 H -1.599 -2.061 0.469  O6 1.106
43 H -3.215 -1.567 1.438  O44 0.951
44 O -3.150 -1.742 0.506  H24 0.988, H43 0.951
45 H -1.541 -1.795 3.802  O47 0.963
46 H -1.275 -2.204 2.331  O47 0.921
47 O -1.931 -2.013 2.948  H45 0.963, H46 0.921
48 H -0.955 0.348 -3.467  O50 0.973
49 H 0.160 -0.625 -3.041  O50 1.005
50 O -0.837 -0.507 -3.016  H48 0.973, H49 1.005
51 H 0.216 2.857 -2.719  O53 1.015
52 H -0.631 3.211 -1.431  O53 0.983
53 O 0.120 3.540 -1.975  H51 1.015, H52 0.983

These are the Löwdin partial charges, in e, on atoms 1 to 8: -0.348, 0.050, -0.050, -0.296, -0.371, -0.123, 0.006, 0.129

=====

Entry 4:
# C4H33O15S2

A 14-piece molecular cluster, C4H33O15S2 overall at a distorted geometry (ωB97M-V/def2-TZVPD, the Open Molecules 2025 dataset).

Total charge: -1
LUMO (eV): 2.17
HOMO (eV): -5.99
Orbital gap (eV): 8.155

Each atom is followed by the atoms it is bonded to, with distances in Å.
Atoms and positions in Å:
1 C 1.221 1.210 -0.169  C2 1.581, C5 1.526, H9 1.186, H10 1.149
2 C 0.540 0.168 -1.143  C1 1.581, O3 1.246, O4 1.283
3 O -0.153 -0.706 -0.586  C2 1.246
4 O 0.919 0.123 -2.369  C2 1.283
5 C 0.616 1.241 1.231  C1 1.526, S6 1.937, H11 1.071, H12 1.157
6 S -1.107 1.950 0.699  C5 1.937, S7 2.095
7 S -2.770 1.671 1.940  S6 2.095, C8 1.869
8 C -3.689 0.176 1.296  S7 1.869, H13 1.146, H14 1.034, H15 1.085
9 H 2.312 0.775 -0.330  C1 1.186
10 H 1.109 2.312 -0.473  C1 1.149
11 H 1.059 1.898 1.951  C5 1.071
12 H 0.563 0.274 1.863  C5 1.157
13 H -4.238 -0.215 2.222  C8 1.146
14 H -4.266 0.256 0.441  C8 1.034
15 H -2.826 -0.480 1.333  C8 1.085
16 H 0.015 -0.333 4.797  O18 0.980
17 H -0.110 -1.078 3.465  O18 0.962
18 O 0.172 -0.235 3.834  H16 0.980, H17 0.962
19 H 2.859 -2.869 -1.588  O21 0.941
20 H 2.212 -3.696 -0.446  O21 0.993
21 O 2.986 -3.123 -0.691  H19 0.941, H20 0.993
22 H 1.355 0.856 4.012  O24 0.937
23 H 2.613 1.199 3.109  O24 1.000
24 O 1.970 1.530 3.800  H22 0.937, H23 1.000
25 H -1.240 1.594 -3.574  O27 0.968
26 H -0.380 0.386 -3.534  O27 0.968
27 O -1.189 0.707 -3.958  H25 0.968, H26 0.968
28 H -0.708 -3.427 -0.031  O30 0.981
29 H 0.107 -4.751 0.420  O30 0.962
30 O -0.119 -3.841 0.636  H28 0.981, H29 0.962
31 H 0.727 -2.489 -1.164  O33 0.982
32 H 1.212 -1.491 -2.274  O33 1.021
33 O 1.124 -2.486 -2.063  H31 0.982, H32 1.021
34 H 0.989 3.461 2.610  O36 0.904
35 H -0.435 4.105 2.677  O36 0.956
36 O 0.394 4.011 2.209  H34 0.904, H35 0.956
37 H -0.427 -2.775 -2.648  O39 0.994
38 H -1.415 -1.768 -3.265  O39 0.906
39 O -1.374 -2.589 -2.886  H37 0.994, H38 0.906
40 H -3.308 0.980 -1.720  O42 0.940
41 H -2.750 1.068 -3.141  O42 0.954
42 O -3.525 1.214 -2.604  H40 0.940, H41 0.954
43 H 2.565 -2.838 2.807  O45 0.998
44 H 1.546 -2.025 2.324  O45 0.993
45 O 1.763 -2.407 3.214  H43 0.998, H44 0.993
46 H 3.050 1.890 -3.043  O48 0.950
47 H 1.595 1.737 -2.720  O48 0.984
48 O 2.305 2.417 -2.782  H46 0.950, H47 0.984
49 H -2.402 -2.012 0.446  O51 0.936
50 H -3.286 -1.801 -0.847  O51 0.971
51 O -3.095 -2.362 -0.077  H49 0.936, H50 0.971
52 H 2.068 4.027 -1.671  O54 0.916
53 H 1.385 4.049 -0.358  O54 0.946
54 O 1.463 4.509 -1.180  H52 0.916, H53 0.946

These are the Löwdin partial charges, in e, on atoms 1 to 8: -0.201, -0.641, -0.030, -0.117, -0.419, 0.547, 0.400, -0.432